Molecular formula: C21H39Cl3N7O3SiV
Method: DFT, the ωB97M-V functional and the def2-TZVPD basis

Summary:
Strongest force on any atom (eV/A): 4.48
Expectation value of S²: 3.757
HOMO (alpha / beta) (eV): -3.739 / -3.896

```
! RIJCOSX wB97M-V def2-TZVPD def2/J DEFGRID3
* xyz -1 4
C -1.616 -3.875 -0.490
C -0.138 -3.900 -0.607
H -2.051 -3.430 -1.397
H -1.897 -3.273 0.374
H -2.016 -4.892 -0.365
C 0.405 -4.764 -1.490
C -0.415 -5.548 -2.451
H 1.467 -4.989 -1.477
H -1.042 -4.884 -3.068
H -1.073 -6.297 -1.976
H 0.268 -6.079 -3.119
V -1.446 -0.284 1.415
Cl -3.343 -1.348 0.819
Cl -0.847 -1.498 3.215
C 0.083 1.609 3.122
O -0.340 1.288 1.995
N 1.065 2.508 3.314
C 1.497 3.403 2.233
C 1.997 2.287 4.408
H -0.296 1.121 4.054
H 0.637 3.966 1.852
H 1.999 2.853 1.415
H 2.198 4.104 2.709
H 1.409 2.208 5.332
H 2.693 3.131 4.450
H 2.550 1.340 4.263
H -5.562 1.850 -1.759
H -1.997 1.103 -2.839
C -4.870 2.561 -2.226
C -2.478 2.087 -2.859
N -3.506 2.213 -1.823
H -5.147 3.582 -1.920
C -3.270 1.803 -0.557
O -2.192 1.313 -0.174
H -1.712 2.871 -2.748
H -4.144 1.888 0.114
H -4.959 2.491 -3.312
H -2.971 2.217 -3.832
O 0.270 -1.541 -0.165
C 0.647 -2.891 0.214
C 2.892 -3.327 -0.959
C 2.136 -3.189 0.219
H 2.390 -3.204 -1.927
C 4.271 -3.626 -0.885
H 0.279 -2.972 1.253
C 2.769 -3.346 1.461
H 4.850 -3.745 -1.809
C 4.880 -3.785 0.359
C 4.125 -3.661 1.523
H 2.152 -3.224 2.360
H 5.951 -3.995 0.428
H 4.585 -3.819 2.501
Si 1.239 -0.636 -1.561
Cl 0.159 -1.309 -3.212
C 2.888 -0.866 -2.648
C 2.575 -0.288 -0.115
C 0.638 1.165 -1.292
H 3.827 -0.930 -2.083
H 2.925 0.021 -3.293
H 2.860 -1.715 -3.349
H -0.301 1.480 -1.769
H 1.434 1.853 -1.621
H 0.521 1.312 -0.205
H 3.357 -1.057 -0.029
H 1.999 -0.255 0.822
H 3.038 0.692 -0.289
N -3.243 6.376 0.049
N -3.175 5.299 0.904
N -2.503 5.394 2.068
C -2.725 4.149 2.555
N -3.445 3.374 1.748
N -3.744 4.137 0.656
H -4.066 6.306 -0.542
H -3.072 7.250 0.526
H -2.325 3.839 3.513
*
```

***

Molecular formula: C21H39ClN3O5
Method: DFT, the ωB97M-V functional and the def2-TZVPD basis

Summary:
Relative energy (zero: lowest compared OMol25 entry of this formula, charge and spin) (kcal per mole): 106.1
Strongest force on any atom (eV/A): 7.71
HOMO (eV): -1.593

```
! RIJCOSX wB97M-V def2-TZVPD def2/J DEFGRID3
* xyz -1 1
C -0.269 -3.105 2.590
C 0.534 -2.321 1.395
C 1.630 -1.332 2.071
C 1.453 0.222 1.688
C 0.418 1.037 2.610
C 0.226 2.549 2.025
C 1.606 3.259 1.580
O 1.534 4.664 2.050
O -0.843 0.263 2.575
C -1.984 1.106 2.856
C -3.224 0.138 3.324
C -4.582 0.798 2.703
O -5.158 0.289 1.689
Cl -5.354 2.312 3.400
C 0.871 1.209 4.154
N 0.673 -0.010 5.002
N 2.268 1.715 4.346
C 3.118 0.718 4.525
O 3.974 -0.160 4.226
H -1.249 -2.543 2.874
H -0.587 -4.166 2.288
H 0.347 -3.195 3.553
H -0.217 -1.637 0.837
H 0.977 -3.057 0.632
H 1.691 -1.553 3.193
H 2.658 -1.658 1.630
H 2.511 0.678 1.639
H 1.043 0.283 0.602
H -0.245 3.242 2.833
H -0.466 2.572 1.091
H 1.604 3.328 0.419
H 2.557 2.784 1.999
H 0.972 5.094 1.354
H -1.824 1.841 3.734
H -2.379 1.645 1.903
H -3.162 -0.914 2.877
H -3.331 0.170 4.465
H 0.171 2.029 4.600
H -0.321 -0.318 5.014
H 0.837 0.300 5.987
C -1.089 1.388 -4.227
C -1.040 0.047 -3.463
C -1.385 -1.112 -4.427
C -0.315 -1.435 -5.465
C 1.100 -1.090 -5.009
C 1.290 -1.017 -3.476
N 0.334 -0.042 -2.941
O 0.434 0.120 -1.564
C 2.723 -0.490 -3.241
C 1.195 -2.434 -2.873
C -2.175 0.074 -2.413
H -0.886 2.229 -3.557
H -2.077 1.557 -4.676
H -0.352 1.427 -5.033
H -1.580 -2.019 -3.845
H -2.328 -0.902 -4.951
H -0.376 -2.501 -5.712
H -0.527 -0.900 -6.397
H 1.802 -1.808 -5.451
H 1.370 -0.121 -5.447
H 2.830 0.535 -3.612
H 3.460 -1.109 -3.769
H 2.995 -0.496 -2.181
H 1.948 -3.094 -3.322
H 0.221 -2.904 -3.034
H 1.382 -2.428 -1.795
H -3.150 0.197 -2.901
H -2.069 0.906 -1.712
H -2.213 -0.858 -1.840
*
```

***

Molecular formula: C21H39CrNP2
Method: DFT, the ωB97M-V functional and the def2-TZVPD basis

Summary:
Relative energy (zero: lowest compared OMol25 entry of this formula, charge and spin) (kcal per mole): 0.0
Strongest force on any atom (eV/A): 6.49
Expectation value of S²: 6.077
HOMO (alpha / beta) (eV): -5.642 / -5.638

```
! RIJCOSX wB97M-V def2-TZVPD def2/J DEFGRID3
* xyz 0 5
P -0.127 2.250 -0.404
P -0.890 -1.469 0.314
C 0.929 0.768 -0.166
C 0.489 -0.674 -0.532
H 1.466 0.797 0.790
H 1.663 1.048 -0.925
H 0.519 -0.849 -1.616
H 1.211 -1.368 -0.110
C -0.457 -1.990 1.996
H -1.389 -2.329 2.474
H -0.089 -1.134 2.584
H 0.283 -2.802 2.035
C -1.602 -2.757 -0.698
H -1.015 -3.687 -0.689
H -1.710 -2.397 -1.731
H -2.608 -2.953 -0.302
C 0.495 3.610 0.612
H -0.286 4.381 0.612
H 1.438 4.065 0.285
H 0.607 3.261 1.646
C -0.173 2.636 -2.191
H -0.503 1.748 -2.755
H 0.777 3.002 -2.621
H -0.944 3.415 -2.319
Cr -1.520 0.683 0.409
C 3.094 -1.863 -0.939
C 3.152 -1.761 0.411
C 4.361 -1.206 1.095
C 4.886 0.140 0.493
C 3.842 1.016 -0.120
C 3.540 0.995 -1.446
C 4.163 0.003 -2.385
C 4.207 -1.469 -1.858
C -2.685 2.520 0.341
H 2.283 -2.391 -1.463
H 2.468 -2.320 1.062
H 5.157 -1.967 1.024
H 4.157 -1.051 2.165
H 5.358 0.702 1.312
H 5.669 -0.087 -0.243
H 3.422 1.764 0.563
H 3.065 1.854 -1.935
H 5.193 0.336 -2.593
H 3.630 0.007 -3.348
H 4.153 -2.128 -2.736
H 5.176 -1.646 -1.378
H -3.673 2.149 -0.009
H -2.380 3.390 -0.281
H -2.776 2.812 1.410
C -4.417 -0.306 -1.612
C -4.466 -0.521 -0.166
C -5.576 -1.089 0.507
C -5.293 -1.017 1.877
C -4.020 -0.401 1.993
C -3.385 -0.050 3.258
N -3.510 -0.152 0.748
H -4.798 -1.205 -2.114
H -3.411 -0.080 -1.990
H -5.099 0.505 -1.914
H -6.449 -1.484 0.008
H -5.886 -1.347 2.711
H -4.087 0.532 3.874
H -3.175 -0.966 3.831
H -2.457 0.534 3.149
*
```

***

Molecular formula: C21H39N2O3PS
Method: DFT, the ωB97M-V functional and the def2-TZVPD basis

Summary:
Strongest force on any atom (eV/A): 6.39
SMILES: CCCOc1cc(P(CC)CC)c2nsnc2c1.CCOCC.CCOCC
HOMO (eV): -8.007

```
! RIJCOSX wB97M-V def2-TZVPD def2/J DEFGRID3
* xyz 0 1
C -2.060 5.362 -1.944
C -2.199 4.677 -3.463
C -2.170 3.022 -3.226
O -0.896 2.422 -3.654
C -0.886 0.950 -3.436
C -1.153 0.398 -1.903
C -1.224 -1.174 -1.444
P -1.599 -1.537 0.397
C -3.454 -0.984 0.617
C -3.619 0.657 0.702
C -0.500 -0.529 1.590
C 0.913 0.006 0.952
C -1.001 -2.310 -2.622
N -1.064 -3.813 -2.442
S -0.715 -4.475 -4.058
N -0.516 -3.023 -5.061
C -0.688 -1.784 -4.174
C -0.621 -0.173 -4.615
H -1.161 4.817 -1.381
H -1.842 6.514 -1.986
H -3.036 5.165 -1.292
H -3.291 4.914 -3.828
H -1.352 5.048 -4.181
H -3.070 2.501 -3.811
H -2.420 2.877 -2.082
H -1.327 1.227 -1.066
H -3.979 -1.308 -0.402
H -3.998 -1.566 1.484
H -4.198 1.120 -0.222
H -4.285 0.935 1.653
H -2.571 1.211 0.737
H -1.035 0.420 2.067
H -0.219 -1.233 2.508
H 1.336 -0.634 0.068
H 1.716 -0.031 1.828
H 0.842 1.153 0.642
H -0.407 0.154 -5.739
C 3.854 -4.197 -2.287
C 3.160 -3.024 -1.615
O 3.919 -1.818 -1.652
C 4.242 -1.311 -2.945
C 3.022 -0.990 -3.791
H 4.831 -4.382 -1.822
H 3.245 -5.103 -2.198
H 4.028 -4.015 -3.349
H 3.006 -3.266 -0.558
H 2.165 -2.858 -2.040
H 4.912 -2.004 -3.464
H 4.815 -0.390 -2.787
H 2.415 -1.876 -3.987
H 3.327 -0.571 -4.754
H 2.382 -0.262 -3.279
C 2.051 0.952 6.084
C 0.673 1.513 5.773
O -0.171 0.595 5.082
C -0.460 -0.629 5.753
C -1.159 -0.437 7.088
H 2.554 0.637 5.161
H 2.668 1.708 6.581
H 1.998 0.081 6.740
H 0.788 2.385 5.121
H 0.179 1.872 6.681
H 0.455 -1.221 5.867
H -1.117 -1.204 5.090
H -0.545 0.125 7.795
H -1.390 -1.407 7.540
H -2.094 0.118 6.953
*
```

***

Molecular formula: C21H40BeF4O13
Method: DFT, the ωB97M-V functional and the def2-TZVPD basis

Summary:
Relative energy (zero: lowest compared OMol25 entry of this formula, charge and spin) (kcal per mole): 65.5
Strongest force on any atom (eV/A): 3.47
HOMO (eV): -8.136

```
! RIJCOSX wB97M-V def2-TZVPD def2/J DEFGRID3
* xyz 0 1
Be 40.254 4.173 -13.933
F 40.122 6.205 -15.185
C 40.875 0.867 -12.092
O 42.156 0.621 -12.722
O 40.515 2.170 -12.339
C 39.755 -0.309 -12.314
F 38.577 -0.014 -11.836
F 39.515 -0.615 -13.612
F 40.073 -1.453 -11.709
C 42.981 -0.499 -12.325
C 44.376 -0.269 -12.856
H 45.009 -1.150 -12.749
H 44.181 -0.001 -13.894
H 44.874 0.509 -12.279
H 42.573 -1.495 -12.502
H 43.224 -0.378 -11.269
H 41.024 0.722 -11.022
C 37.793 6.952 -10.886
C 39.116 7.221 -10.227
C 40.114 6.349 -10.995
O 39.347 5.657 -12.056
C 37.938 5.655 -11.579
H 37.571 7.833 -11.488
H 37.011 6.986 -10.127
H 38.967 6.803 -9.231
H 39.413 8.266 -10.150
H 40.464 5.491 -10.422
H 41.023 6.825 -11.362
H 37.858 4.836 -10.864
H 37.223 5.574 -12.397
C 43.367 3.414 -17.351
C 44.286 2.700 -16.313
C 43.375 2.598 -15.214
O 42.486 3.829 -15.321
C 42.473 4.439 -16.615
H 42.599 2.857 -17.888
H 43.885 3.995 -18.115
H 45.115 3.407 -16.268
H 44.808 1.765 -16.518
H 43.904 2.636 -14.262
H 42.824 1.658 -15.195
H 42.961 5.413 -16.589
H 41.501 4.574 -17.090
C 44.810 3.568 -11.512
O 44.760 4.885 -12.009
C 43.663 5.332 -12.576
O 42.618 4.791 -12.739
O 43.948 6.601 -13.084
C 42.993 7.261 -13.913
H 44.844 2.847 -12.328
H 43.879 3.375 -10.979
H 45.707 3.249 -10.981
H 42.913 6.579 -14.759
H 43.191 8.230 -14.371
H 42.128 7.537 -13.311
C 40.718 -0.306 -16.472
O 40.711 0.767 -17.332
C 40.170 1.919 -16.923
O 39.988 2.406 -15.801
O 39.659 2.531 -17.962
C 38.816 3.690 -17.842
H 39.707 -0.679 -16.639
H 40.825 -0.046 -15.418
H 41.416 -1.059 -16.835
H 38.202 3.760 -16.944
H 38.074 3.879 -18.618
H 39.407 4.599 -17.948
C 36.295 1.873 -12.961
O 35.750 2.782 -13.929
C 36.472 3.750 -14.422
O 37.618 3.919 -14.153
O 35.751 4.325 -15.341
C 36.296 5.436 -16.088
H 36.118 0.890 -13.397
H 35.754 1.984 -12.021
H 37.341 2.033 -12.700
H 35.770 6.334 -15.764
H 36.078 5.358 -17.153
H 37.370 5.612 -16.033
*
```

***

Molecular formula: C21H40Cl3ErN4O4Si
Method: DFT, the ωB97M-V functional and the def2-TZVPD basis

Summary:
Strongest force on any atom (eV/A): 3.12
Expectation value of S²: 3.753
HOMO (alpha / beta) (eV): -3.252 / -3.252

```
! RIJCOSX wB97M-V def2-TZVPD def2/J DEFGRID3
* xyz 0 4
C -1.956 -2.369 -3.615
C -1.152 -2.888 -2.424
H -2.111 -3.149 -4.359
H -1.418 -1.560 -4.110
H -2.937 -2.010 -3.276
C -0.701 -4.217 -2.354
C -0.398 -5.066 -3.516
H -0.616 -4.652 -1.370
H 0.191 -4.570 -4.319
H -1.295 -5.504 -4.005
H 0.227 -5.893 -3.149
Er 0.918 1.839 1.188
Cl -1.713 1.445 0.935
Cl 2.087 4.049 0.823
H 1.003 5.884 4.686
H -1.207 6.876 3.712
C 1.094 5.279 3.778
C -0.983 6.255 2.835
N -0.245 5.064 3.233
H 1.565 4.317 3.995
C -0.681 3.853 2.907
O 0.052 2.819 3.010
H -1.917 5.951 2.346
H -1.719 3.793 2.535
H 1.699 5.853 3.066
H -0.388 6.884 2.153
H 1.905 -1.205 -2.873
H 2.184 -3.701 -0.946
C 2.874 -1.130 -2.351
C 3.077 -3.073 -0.820
N 2.768 -1.647 -0.985
H 3.215 -0.089 -2.353
C 2.625 -0.898 0.132
O 2.647 0.364 0.264
H 3.467 -3.239 0.191
H 2.524 -1.517 1.035
H 3.597 -1.772 -2.876
H 3.824 -3.377 -1.563
O -0.206 -1.895 -1.933
C -1.319 -2.116 -1.052
C 0.065 -3.133 0.821
C -1.191 -2.848 0.273
H 0.926 -2.674 0.332
C 0.233 -3.912 1.971
H -1.889 -1.163 -1.051
C -2.304 -3.242 1.085
H 1.240 -4.162 2.292
C -0.871 -4.404 2.666
C -2.145 -4.015 2.243
H -3.318 -2.894 0.848
H -0.743 -5.067 3.515
H -3.007 -4.359 2.820
Si -0.334 2.586 -2.510
Cl 0.479 0.958 -1.155
C 1.248 3.497 -3.027
C -1.231 3.791 -1.363
C -1.397 2.051 -3.915
H 2.160 2.995 -2.668
H 1.240 4.521 -2.615
H 1.285 3.563 -4.124
H -0.791 1.640 -4.738
H -1.922 2.947 -4.293
H -2.142 1.312 -3.591
H -2.003 3.276 -0.766
H -1.714 4.572 -1.982
H -0.524 4.291 -0.671
N 0.578 -0.802 4.620
C 0.016 -0.278 3.494
N -1.303 -0.215 3.420
O 0.795 0.114 2.566
H 0.009 -1.015 5.408
H 1.571 -0.758 4.704
H -1.728 0.269 2.606
H -1.870 -0.431 4.215
*
```